1.
Here is C22H37N8O5S4Y as an isolated structure at a distorted geometry from the OMol25 dataset. Energies are from ωB97M-V/def2-TZVPD.

ORCA input file:
```
! RIJCOSX wB97M-V def2-TZVPD def2/J DEFGRID3
* xyz -2 1
Y 0.373 0.870 1.168
C -4.734 -2.943 3.389
C -3.991 -1.632 3.374
C -3.866 -0.864 4.525
C -3.161 0.334 4.522
C -2.573 0.770 3.352
C -2.680 0.006 2.193
C -3.383 -1.180 2.203
S -1.826 2.376 3.330
O -2.617 3.134 2.373
O -1.866 2.891 4.686
N -0.327 2.152 2.822
C 0.378 3.472 2.862
C 1.606 3.570 1.955
O 2.328 4.550 2.090
O 1.774 2.624 1.088
H -5.396 -3.010 4.253
H -4.022 -3.771 3.434
H -5.329 -3.065 2.482
H -4.326 -1.211 5.445
H -3.060 0.939 5.413
H -2.208 0.339 1.276
H -3.437 -1.783 1.302
H 0.682 3.719 3.877
H -0.291 4.272 2.531
S 0.146 -1.301 3.073
C -0.350 -2.632 2.069
C -1.039 -3.712 2.740
N -1.587 -4.561 3.295
C -0.127 -2.734 0.730
S 0.727 -1.557 -0.231
C -0.585 -3.909 0.024
N -0.919 -4.843 -0.566
N 2.780 0.120 1.761
H 2.860 -0.883 1.865
H 3.081 0.563 2.622
H 3.421 0.422 1.029
N 1.950 3.913 -2.132
N 2.175 2.508 -1.882
H 1.703 4.352 -1.246
H 1.130 3.975 -2.718
H 1.320 2.098 -1.492
H 2.850 2.477 -1.123
C -1.172 2.090 -2.863
C -1.626 1.549 -1.501
C -2.269 0.174 -1.722
C -2.656 2.517 -0.927
O -0.515 1.442 -0.657
H -2.018 2.182 -3.551
H -0.424 1.427 -3.310
H -0.730 3.079 -2.731
H -2.928 0.185 -2.597
H -2.867 -0.128 -0.856
H -1.489 -0.573 -1.870
H -3.555 2.535 -1.553
H -2.237 3.526 -0.880
H -2.938 2.245 0.090
C 1.916 -0.615 -4.825
C 1.953 -0.565 -3.302
N 3.209 -0.004 -2.796
C 4.115 -0.569 -1.987
S 5.099 0.418 -0.989
N 4.303 -1.908 -1.942
C 3.839 -2.981 -2.811
C 2.822 -3.901 -2.141
H 0.984 -1.070 -5.170
H 2.755 -1.194 -5.221
H 1.983 0.393 -5.239
H 1.759 -1.534 -2.861
H 1.156 0.086 -2.939
H 3.155 1.015 -2.683
H 4.928 -2.166 -1.197
H 4.720 -3.557 -3.108
H 3.434 -2.551 -3.719
H 3.286 -4.453 -1.321
H 2.426 -4.622 -2.860
H 1.994 -3.325 -1.723
*
```

Values from the calculation:
LUMO level: 4.19 eV
E_tot: -89964.6583 eV
HOMO level: -2.1 eV
orbital gap: 0.2303 Eh

***

2.
Here is C22H38BeO3P2S as an isolated structure at a distorted geometry from the OMol25 dataset. Energies are from ωB97M-V/def2-TZVPD.

ORCA input file:
```
! RIJCOSX wB97M-V def2-TZVPD def2/J DEFGRID3
* xyz 0 1
P 1.202 -2.073 -2.109
P 0.876 -3.176 1.000
C 2.548 -2.979 -1.237
C 2.073 -4.010 -0.232
H 3.202 -2.226 -0.769
H 3.128 -3.477 -2.028
H 1.620 -4.893 -0.711
H 2.921 -4.379 0.363
C 2.387 -2.795 2.085
H 2.202 -2.001 2.812
H 3.242 -2.516 1.462
H 2.635 -3.707 2.642
C 0.442 -4.636 2.062
H 1.341 -5.256 2.154
H -0.366 -5.278 1.680
H 0.152 -4.285 3.059
C 2.008 -0.691 -2.911
H 1.281 -0.122 -3.504
H 2.789 -1.078 -3.586
H 2.486 -0.040 -2.156
C 0.970 -3.272 -3.501
H 0.387 -4.152 -3.184
H 1.954 -3.614 -3.849
H 0.443 -2.786 -4.335
Be 1.587 1.953 -1.375
C -1.234 -2.168 2.348
C -0.089 -1.627 1.707
C -0.196 -0.731 0.455
C -1.027 -1.223 -0.726
C -0.554 -2.575 -1.265
C -0.568 -3.608 -0.159
C -1.982 -3.686 0.460
C -2.355 -2.674 1.595
C 0.530 2.182 -2.685
H -1.274 -2.132 3.433
H 0.572 -1.122 2.427
H 0.843 -0.571 0.127
H -0.538 0.270 0.754
H -2.075 -1.290 -0.441
H -0.959 -0.451 -1.503
H -1.147 -2.911 -2.128
H -0.336 -4.603 -0.587
H -2.131 -4.704 0.856
H -2.715 -3.535 -0.349
H -2.927 -1.842 1.139
H -3.052 -3.181 2.282
H -0.217 2.937 -2.423
H -0.008 1.267 -2.962
H 1.012 2.593 -3.584
C -2.707 8.514 1.715
C -2.037 7.217 1.356
C -0.762 7.207 0.779
C -0.116 6.006 0.462
C -0.784 4.808 0.702
C -2.068 4.791 1.250
C -2.691 5.999 1.572
S 1.357 3.134 0.496
O -0.246 3.569 0.336
O 2.089 3.447 -0.833
O 1.165 1.614 0.142
H -1.964 9.265 1.997
H -3.277 8.919 0.869
H -3.404 8.384 2.549
H -0.263 8.162 0.584
H 0.870 6.027 0.009
H -2.548 3.832 1.416
H -3.696 5.980 2.001
*
```

Values from the calculation:
LUMO level (spin up / spin down): -0.10 / -0.10 eV
E_tot: -59381.2841 eV
HOMO level (spin up / spin down): -4.1 / -4.1 eV
orbital gap (spin up / spin down): 0.1462 / 0.1464 Eh

***

3.
Here is C22H38FMnN3O4Si3Te as an isolated structure from the OMol25 dataset. Energies are from ωB97M-V/def2-TZVPD.

ORCA input file:
```
! RIJCOSX wB97M-V def2-TZVPD def2/J DEFGRID3
* xyz 0 6
Mn -1.029 -0.064 -0.289
C 2.567 0.652 2.990
Si 1.019 -0.167 2.303
C 1.046 -2.013 2.675
C -0.440 0.524 3.267
C 0.894 0.038 0.461
Si 2.340 -0.382 -0.620
C 3.636 0.988 -0.685
C 3.235 -1.901 0.038
C 1.794 -0.823 -2.379
Si -0.633 2.091 -1.444
C 0.768 2.431 -2.636
C 1.513 4.488 0.030
C -2.540 2.318 1.036
C -3.711 2.957 1.461
C -4.915 2.281 1.569
C -4.962 0.932 1.249
C -3.793 0.336 0.828
N -2.633 1.000 0.723
H 2.640 0.490 4.069
H 2.541 1.731 2.816
H 3.474 0.256 2.531
H 0.709 -2.182 3.701
H 2.040 -2.445 2.573
H 0.368 -2.547 2.007
H -0.312 0.252 4.318
H -1.390 0.103 2.932
H -0.510 1.610 3.208
H 3.859 1.360 0.316
H 3.339 1.839 -1.299
H 4.563 0.592 -1.109
H 3.719 -1.720 0.999
H 4.010 -2.208 -0.670
H 2.548 -2.741 0.163
H 2.254 -0.169 -3.123
H 0.711 -0.773 -2.520
H 2.098 -1.845 -2.620
H 1.745 2.305 -2.174
H 0.702 3.447 -3.031
H 0.694 1.735 -3.474
H 2.304 3.801 -0.271
H 1.875 5.098 0.859
H 1.263 5.135 -0.811
H -3.688 4.007 1.719
H -5.808 2.800 1.896
H -5.875 0.358 1.318
H -3.770 -0.714 0.558
C -2.220 2.707 -2.231
Te -0.228 3.342 0.740
C -1.334 5.159 0.683
H -3.101 2.339 -1.709
H -2.247 2.357 -3.265
H -2.262 3.800 -2.248
H -1.935 5.208 -0.221
H -0.620 5.978 0.712
H -1.972 5.190 1.560
F 1.002 -5.833 1.396
C 0.759 -5.355 0.173
C -0.422 -4.813 -0.130
N -0.702 -4.320 -1.389
C -1.954 -3.617 -1.636
C -1.913 -2.244 -0.984
O -2.270 -1.226 -1.640
O -1.452 -2.156 0.189
C 0.251 -4.317 -2.393
O 0.063 -3.842 -3.491
N 1.450 -4.904 -2.037
C 1.831 -5.447 -0.808
O 2.928 -5.918 -0.636
H -1.205 -4.722 0.607
H -2.781 -4.198 -1.225
H -2.079 -3.510 -2.708
H 2.150 -4.918 -2.765
*
```

Values from the calculation:
LUMO level (spin up / spin down): -0.79 / -1.07 eV
E_tot: -101055.1793 eV
HOMO level (spin up / spin down): -7.4 / -7.7 eV
orbital gap (spin up / spin down): 0.2442 / 0.2442 Eh

***

4.
Here is C22H38GeN4Sr as an isolated structure from the OMol25 dataset. Energies are from ωB97M-V/def2-TZVPD.

ORCA input file:
```
! RIJCOSX wB97M-V def2-TZVPD def2/J DEFGRID3
* xyz 0 1
Sr 0.467 0.138 -0.546
C 1.637 5.817 -0.575
C 2.395 4.498 -0.725
C 2.820 3.898 0.593
C 4.003 4.322 1.192
C 4.440 3.777 2.386
C 3.698 2.774 2.992
C 2.517 2.317 2.423
C 1.736 1.211 3.088
C 0.560 1.711 3.926
C 2.070 2.904 1.232
N 0.895 2.386 0.623
C -0.205 3.058 0.727
C -1.457 2.680 0.153
C -2.677 3.344 0.349
C -3.625 2.634 -0.383
C -2.928 1.583 -0.991
N -1.621 1.595 -0.677
H 1.412 6.247 -1.552
H 2.228 6.543 -0.013
H 0.693 5.678 -0.048
H 3.292 4.669 -1.325
H 1.784 3.783 -1.278
H 4.596 5.083 0.697
H 5.364 4.116 2.835
H 4.048 2.324 3.915
H 2.419 0.638 3.719
H 1.368 0.510 2.330
H 0.907 2.399 4.698
H 0.045 0.884 4.418
H -0.167 2.242 3.310
H -0.214 3.986 1.306
H -2.831 4.229 0.949
H -4.677 2.849 -0.481
H -3.328 0.836 -1.666
N -1.618 -1.406 0.387
C -1.607 -1.990 1.739
C -0.538 -3.061 1.933
C 0.879 -2.555 2.175
N 1.449 -1.902 0.988
H -2.309 -0.658 0.361
H -1.933 -2.094 -0.290
H -2.580 -2.425 1.990
H -1.437 -1.175 2.448
H -0.542 -3.755 1.084
H -0.831 -3.656 2.801
H 1.502 -3.390 2.511
H 0.863 -1.826 2.990
H 1.473 -2.562 0.215
H 2.424 -1.667 1.144
C 4.543 0.092 0.198
Ge 4.144 -0.217 -1.729
C 4.465 1.570 -2.498
C 5.586 -1.401 -2.378
C 2.348 -0.775 -2.169
H 5.624 0.058 0.349
H 4.109 -0.604 0.918
H 4.204 1.094 0.478
H 5.485 1.904 -2.295
H 3.780 2.297 -2.057
H 4.311 1.568 -3.578
H 6.573 -0.988 -2.162
H 5.492 -1.534 -3.457
H 5.519 -2.388 -1.914
H 2.313 -1.878 -2.177
H 2.238 -0.485 -3.224
*
```

Values from the calculation:
LUMO level: 0.14 eV
E_tot: -86744.1974 eV
HOMO level: -7.0 eV
orbital gap: 0.2610 Eh

***

Result set for relative energy (zero: lowest compared OMol25 entry of this formula, charge and spin): 1.509; 0.466; 4.831; 0.000 eV, one per record in the order listed.